# C56H49CdN7O8P

A structure of composition C56H49CdN7O8P (the ωB97M-V functional and the def2-TZVPD basis, the OMol25 dataset).

Total charge: -1
Molecular weight (u): 1091.43
Relative energy (zero: lowest compared OMol25 entry of this formula, charge and spin) (kJ/mol): 16.6
Frontier orbital gap (hartree): 0.2944
Multiplicity: 1

Positions of all 122 atoms, in Å:
1 Cd 0.68456 -0.67387 0.98594
2 O -0.23774 0.27462 4.98248
3 C 0.28736 0.06407 3.89088
4 O 0.15463 -0.96334 3.16016
5 C 1.19723 1.17701 3.34680
6 C 1.48033 2.31097 4.09352
7 C 2.26518 3.29906 3.51689
8 C 2.73725 3.13601 2.22418
9 C 2.41655 1.96965 1.54306
10 N 1.67693 1.03128 2.11822
11 C 2.85329 1.71843 0.08942
12 O 3.42769 2.64912 -0.47763
13 O 2.46959 0.61692 -0.39397
14 H 1.06136 2.39010 5.08596
15 H 2.49781 4.20074 4.07176
16 H 3.33383 3.87832 1.71449
17 O 0.03078 0.33583 -1.09385
18 H 0.97698 0.59905 -1.12437
19 H 0.00839 -0.45242 -1.67393
20 N -5.93063 -0.61515 -3.58003
21 C -4.77914 -0.96279 -2.88785
22 C -4.33664 -2.28206 -2.82487
23 C -3.18833 -2.56579 -2.10595
24 N -2.47118 -1.65979 -1.45143
25 C -2.90881 -0.40302 -1.51124
26 C -4.03826 -0.00565 -2.20049
27 H -6.20108 -1.25046 -4.31296
28 H -5.97494 0.34953 -3.86797
29 H -4.86500 -3.07212 -3.34310
30 H -2.82671 -3.58775 -2.06056
31 H -2.29943 0.32878 -0.99570
32 H -4.31810 1.03963 -2.22783
33 C 1.75963 7.14023 -3.67054
34 C 0.37529 7.00395 -3.68192
35 C -0.21698 5.90404 -3.08997
36 C 0.56309 4.92438 -2.47947
37 C 1.94632 5.07271 -2.45939
38 C 2.54262 6.17629 -3.05771
39 P -0.07047 3.39290 -1.69566
40 C -1.47824 4.04853 -0.71120
41 C -1.30971 5.24439 -0.01027
42 C -2.32981 5.76378 0.77018
43 C -3.53672 5.08881 0.88593
44 C -3.70036 3.87682 0.23327
45 C -2.67908 3.36272 -0.55207
46 C -0.94711 2.65469 -3.14062
47 C -2.15361 3.10761 -3.66921
48 C -2.71618 2.50269 -4.78303
49 C -2.08075 1.42701 -5.38634
50 C -0.87098 0.97518 -4.88150
51 C -0.30976 1.58837 -3.77140
52 H 2.22274 8.00043 -4.13587
53 H -0.23935 7.76059 -4.15441
54 H -1.29584 5.80895 -3.09252
55 H 2.55286 4.32361 -1.96098
56 H 3.61945 6.28058 -3.03539
57 H -0.37474 5.78670 -0.09316
58 H -2.17805 6.69653 1.29944
59 H -4.32794 5.48861 1.50656
60 H -4.62133 3.31757 0.34153
61 H -2.82083 2.40883 -1.04187
62 H -2.66700 3.94356 -3.20945
63 H -3.65556 2.87347 -5.17746
64 H -2.52559 0.94260 -6.24766
65 H -0.36681 0.13293 -5.33587
66 H 0.62379 1.21554 -3.37269
67 C -5.56481 0.98342 2.84110
68 N -4.25479 0.38387 3.07817
69 N -3.19997 1.22806 2.68869
70 C -2.26663 0.48810 1.94911
71 O -1.22144 0.95697 1.53420
72 C -2.81157 -0.84606 1.85188
73 C -3.99962 -0.84415 2.48253
74 C -5.02646 -1.91897 2.55130
75 C -2.82214 2.26182 3.58139
76 C -3.40513 2.33986 4.84084
77 C -3.03036 3.35105 5.71033
78 C -2.07028 4.27891 5.34123
79 C -1.49215 4.18824 4.08382
80 C -1.86592 3.19789 3.19298
81 H -5.53962 2.01207 3.19402
82 H -6.31773 0.44224 3.41204
83 H -5.82955 0.97528 1.77829
84 H -2.32359 -1.67517 1.36872
85 H -4.56398 -2.87648 2.32283
86 H -5.81760 -1.74650 1.81804
87 H -5.47920 -1.97475 3.54095
88 H -4.11088 1.58505 5.15554
89 H -3.47943 3.39314 6.69419
90 H -1.77099 5.05917 6.02744
91 H -0.73854 4.90164 3.77668
92 H -1.42364 3.14326 2.21269
93 O 0.58669 -1.97140 -2.37651
94 C 0.64876 -2.80901 -1.49108
95 N 0.72989 -4.15973 -1.75454
96 C 0.55848 -4.93595 -0.55302
97 C 0.62270 -3.79780 0.50070
98 O 0.59931 -4.00767 1.69368
99 N 0.64038 -2.59895 -0.12862
100 C -0.81725 -5.59506 -0.54025
101 C -1.88700 -5.07111 0.17757
102 C -3.14688 -5.64590 0.07820
103 C -3.35438 -6.74849 -0.73524
104 C -2.28955 -7.28094 -1.44845
105 C -1.03233 -6.71054 -1.34531
106 C 1.67249 -5.93467 -0.30913
107 C 1.55644 -6.84418 0.73849
108 C 2.57637 -7.74042 1.00356
109 C 3.72670 -7.74090 0.22479
110 C 3.84911 -6.83259 -0.81345
111 C 2.82739 -5.92955 -1.07695
112 H 0.44162 -4.48157 -2.66340
113 H -1.73718 -4.21936 0.82464
114 H -3.96930 -5.22676 0.64365
115 H -4.33727 -7.19501 -0.80872
116 H -2.43780 -8.14774 -2.07986
117 H -0.19890 -7.14215 -1.88761
118 H 0.66838 -6.83127 1.35578
119 H 2.47715 -8.43594 1.82695
120 H 4.52445 -8.44188 0.43289
121 H 4.74606 -6.81513 -1.41872
122 H 2.93066 -5.20649 -1.87392

Cartesian forces, eV/Å:
0.03 0.13 -0.16
-0.04 0.05 0.09
0.02 0.04 0.06
0.01 -0.09 -0.21
0.00 0.10 0.18
0.01 -0.04 -0.05
-0.03 -0.01 0.06
0.00 -0.06 -0.11
0.24 0.03 0.02
-0.11 -0.16 0.00
-0.57 0.42 0.02
0.29 -0.01 0.00
0.38 -0.27 0.05
0.00 0.01 0.01
0.00 0.00 0.00
0.01 0.02 0.01
-0.38 -0.22 0.10
0.10 0.19 0.00
0.02 -0.10 -0.03
-0.10 0.04 -0.03
0.05 -0.01 -0.01
0.02 0.03 -0.03
-0.05 -0.08 -0.05
0.01 -0.08 0.12
0.04 0.09 0.03
0.03 -0.01 -0.02
0.01 0.00 0.00
0.00 -0.01 -0.01
-0.03 -0.03 -0.01
0.01 -0.04 0.01
0.06 0.03 0.06
-0.03 0.05 -0.01
0.02 -0.03 0.01
0.00 0.09 -0.05
-0.06 -0.02 0.01
0.08 0.04 0.10
0.06 -0.02 0.05
0.00 0.08 -0.03
-0.19 -0.26 0.07
0.10 0.24 -0.08
-0.02 0.05 -0.05
-0.03 0.02 0.07
0.01 -0.02 0.05
0.02 0.00 0.03
0.02 -0.14 0.03
0.07 0.00 -0.04
-0.04 0.09 0.01
-0.07 0.01 0.01
0.01 -0.05 -0.05
-0.02 0.00 -0.02
-0.01 -0.04 0.02
0.01 0.04 -0.02
0.00 0.00 0.00
-0.02 0.00 -0.01
0.03 -0.06 0.01
0.03 0.00 -0.01
0.00 0.00 -0.01
0.00 0.01 0.00
-0.02 0.01 0.01
-0.04 -0.01 0.00
0.02 0.00 -0.05
-0.01 -0.03 0.04
0.00 0.00 -0.01
0.00 0.01 0.01
0.01 -0.03 -0.02
0.03 0.02 -0.02
-0.04 0.03 0.03
0.09 0.09 -0.08
-0.03 -0.16 -0.03
-0.14 -0.02 0.21
0.24 -0.05 -0.27
-0.20 0.00 0.05
0.06 -0.05 -0.08
0.02 -0.03 0.01
0.02 0.11 -0.03
0.03 0.00 0.07
-0.02 -0.01 0.04
0.00 -0.01 -0.04
0.01 0.06 -0.01
-0.16 -0.04 0.03
-0.02 -0.02 0.02
0.00 -0.03 -0.03
0.02 0.03 -0.01
0.01 0.01 -0.06
0.01 -0.01 0.00
-0.02 0.02 0.01
0.01 0.00 0.02
0.00 0.00 0.00
0.00 0.01 0.02
0.01 0.03 0.03
0.03 0.03 0.00
0.04 -0.01 -0.08
0.04 0.07 -0.13
-0.17 0.04 0.05
0.16 -0.01 -0.16
-0.07 -0.06 0.04
-0.13 -0.05 0.18
0.07 -0.02 0.05
0.20 0.12 -0.02
-0.07 0.02 0.02
0.03 -0.03 -0.03
0.00 -0.02 0.02
-0.02 0.02 0.01
-0.02 -0.05 -0.03
0.04 -0.01 -0.03
-0.02 0.00 0.03
-0.02 0.01 0.02
0.03 -0.02 0.02
0.00 -0.01 0.00
0.02 -0.01 0.00
0.02 0.00 -0.02
-0.07 0.00 0.03
0.01 0.06 0.04
-0.02 0.01 0.01
-0.03 -0.01 0.00
0.00 -0.01 -0.01
0.02 -0.01 -0.01
-0.02 0.00 0.01
0.00 -0.02 0.01
0.02 -0.02 0.00
0.02 -0.01 -0.01
0.00 0.02 -0.02

Results of the Mulliken charge analysis, in e, for atoms 1 through 99: number 1, Cd, carries 2.227; number 2, O, carries -0.793; number 3, C, carries -0.121; number 4, O, carries -0.621; number 5, C, carries 0.644; number 6, C, carries -0.610; number 7, C, carries -0.329; number 8, C, carries -0.545; number 9, C, carries 0.524; number 10, N, carries -0.458; number 11, C, carries 0.141; number 12, O, carries -0.802; number 13, O, carries -0.713; number 14, H, carries 0.554; number 15, H, carries 0.448; number 16, H, carries 0.551; number 17, O, carries 0.388; number 18, H, carries 0.271; number 19, H, carries -0.151; number 20, N, carries -0.537; number 21, C, carries 0.857; number 22, C, carries -1.219; number 23, C, carries -0.626; number 24, N, carries 0.796; number 25, C, carries -0.320; number 26, C, carries -0.732; number 27, H, carries 0.213; number 28, H, carries 0.221; number 29, H, carries 0.353; number 30, H, carries 0.342; number 31, H, carries 0.111; number 32, H, carries 0.390; number 33, C, carries -0.496; number 34, C, carries -0.674; number 35, C, carries -0.145; number 36, C, carries 0.199; number 37, C, carries -0.475; number 38, C, carries -0.552; number 39, P, carries 0.995; number 40, C, carries -0.013; number 41, C, carries -0.715; number 42, C, carries -0.866; number 43, C, carries -0.552; number 44, C, carries -0.478; number 45, C, carries 0.451; number 46, C, carries 0.508; number 47, C, carries -0.058; number 48, C, carries -0.762; number 49, C, carries -0.580; number 50, C, carries -0.522; number 51, C, carries -0.631; number 52, H, carries 0.366; number 53, H, carries 0.402; number 54, H, carries 0.215; number 55, H, carries 0.388; number 56, H, carries 0.436; number 57, H, carries 0.530; number 58, H, carries 0.415; number 59, H, carries 0.381; number 60, H, carries 0.350; number 61, H, carries -0.233; number 62, H, carries 0.222; number 63, H, carries 0.430; number 64, H, carries 0.399; number 65, H, carries 0.482; number 66, H, carries 0.239; number 67, C, carries -1.193; number 68, N, carries -0.291; number 69, N, carries 1.837; number 70, C, carries -0.516; number 71, O, carries 0.064; number 72, C, carries 0.034; number 73, C, carries -0.472; number 74, C, carries -1.743; number 75, C, carries 0.066; number 76, C, carries -0.191; number 77, C, carries -0.770; number 78, C, carries -0.800; number 79, C, carries -0.829; number 80, C, carries 0.233; number 81, H, carries 0.461; number 82, H, carries 0.355; number 83, H, carries 0.235; number 84, H, carries 0.208; number 85, H, carries 0.363; number 86, H, carries 0.297; number 87, H, carries 0.428; number 88, H, carries 0.479; number 89, H, carries 0.384; number 90, H, carries 0.411; number 91, H, carries 0.526; number 92, H, carries 0.244; number 93, O, carries -0.776; number 94, C, carries -0.181; number 95, N, carries 0.022; number 96, C, carries 3.747; number 97, C, carries -0.481; number 98, O, carries -0.679; number 99, N, carries -0.435